Record 1
An isolated ion of composition C23H42F13N3O4PS3 and charge +1 in a non-equilibrium geometry, computed with ωB97M-V/def2-TZVPD.

**Max |F|**: 0.0272 hartree/bohr
**HOMO energy**: -11.49 eV
**Total charge**: +1
**E_tot**: -114305.943 eV
**SMILES**: CCCN[C@H]1[C@@H]([PH2]=S)C[N@@H+](CCCCS(=O)(=O)O)[C@H](OCCC)[C@@]1(CCC(F)(F)C(F)(F)C(F)(F)C(F)(F)S(F)(F)(F)(F)F)CNC
**Lowest unoccupied orbital energy**: -2.31 eV
**Orbital gap**: 9.2 eV

```
89
Properties=species:S:1:pos:R:3:mulliken_charge:R:1
C -4.586 3.273 -2.997 -1.43
C -3.524 2.217 -3.310 -0.25
C -3.330 1.228 -2.158 -0.91
N -2.242 0.256 -2.333 0.03
C -0.842 0.706 -2.271 -1.69
C -0.533 1.658 -1.110 1.29
P -0.884 3.447 -1.346 0.11
S -0.099 4.163 -2.961 -0.34
C -0.959 1.042 0.211 -1.15
N -0.107 -0.184 0.424 1.32
C -0.277 -0.763 1.798 -0.25
C -1.703 -1.215 2.127 -1.31
C -2.479 -0.185 2.966 -0.74
C -2.388 -0.370 4.490 -1.17
S -1.513 0.955 5.348 1.25
O -2.201 1.245 6.555 -0.66
O -1.157 1.958 4.382 -0.56
O -0.160 0.252 5.815 -0.53
C -0.269 -1.185 -0.725 -3.61
O 0.543 -2.263 -0.428 -0.08
C -0.113 -3.529 -0.202 -0.15
C 0.924 -4.644 -0.255 -0.56
C 1.395 -5.163 1.117 -1.17
C 0.074 -0.548 -2.083 4.65
C 1.563 -0.116 -2.294 -2.03
C 2.628 -0.484 -1.230 -0.53
C 3.415 0.730 -0.789 0.82
F 2.554 1.750 -0.494 -0.23
F 4.228 1.168 -1.758 -0.39
C 4.287 0.481 0.490 0.29
F 5.323 1.313 0.525 -0.34
F 4.754 -0.777 0.411 -0.31
C 3.522 0.569 1.854 0.79
F 2.267 0.080 1.618 -0.08
F 4.101 -0.261 2.706 -0.30
C 3.502 2.007 2.521 0.37
F 4.660 2.145 3.111 -0.25
F 3.385 2.920 1.591 -0.25
S 2.114 2.358 3.806 1.53
F 2.192 3.893 3.493 -0.32
F 1.035 2.175 2.616 -0.21
F 2.003 0.793 4.145 -0.47
F 3.137 2.525 4.977 -0.32
F 0.931 2.627 4.788 -0.31
C -0.269 -1.635 -3.139 -2.89
N -0.150 -1.108 -4.497 -0.12
C 0.667 -1.928 -5.396 -0.98
H -4.521 4.124 -3.678 0.38
H -4.485 3.658 -1.975 0.31
H -5.593 2.851 -3.074 0.38
H -2.572 2.688 -3.582 0.19
H -3.853 1.640 -4.183 0.41
H -4.249 0.639 -2.042 0.60
H -3.212 1.766 -1.213 0.21
H -2.374 -0.113 -3.271 0.44
H -0.505 1.180 -3.203 0.80
H 0.562 1.736 -1.086 -1.30
H -2.260 3.621 -1.161 0.07
H -0.372 3.954 -0.140 0.11
H -1.996 0.707 0.203 0.72
H -0.780 1.709 1.062 0.78
H 0.861 0.146 0.395 -0.37
H 0.014 0.057 2.466 -0.05
H 0.469 -1.553 1.896 0.71
H -2.267 -1.425 1.214 0.32
H -1.638 -2.172 2.656 0.72
H -3.533 -0.200 2.675 0.62
H -2.118 0.818 2.732 0.34
H -3.379 -0.362 4.951 0.42
H -1.901 -1.302 4.784 0.43
H 0.457 0.147 5.074 0.42
H -1.334 -1.446 -0.738 1.02
H -0.893 -3.654 -0.963 0.24
H -0.598 -3.495 0.783 0.22
H 0.505 -5.465 -0.844 0.47
H 1.774 -4.263 -0.830 0.23
H 1.106 -6.205 1.267 0.32
H 2.482 -5.125 1.214 0.32
H 0.962 -4.583 1.938 0.30
H 1.901 -0.518 -3.249 0.27
H 1.567 0.967 -2.449 0.78
H 2.230 -0.961 -0.338 0.25
H 3.342 -1.212 -1.624 0.83
H -1.267 -2.050 -2.947 0.47
H 0.447 -2.456 -3.006 0.76
H -1.073 -1.039 -4.910 0.32
H 1.710 -1.907 -5.066 0.28
H 0.341 -2.977 -5.448 0.33
H 0.626 -1.505 -6.401 0.35
```

Record 2
One molecule with the formula C5H11NO, computed with ωB97M-V/def2-TZVPD.

**Max |F|**: 0.0070 hartree/bohr
**Energy above the lowest of the compared OMol25 structures with the same formula, charge and spin**: 9.97 kcal per mole
**HOMO energy**: -9.30 eV
**Total charge**: 0
**E_tot**: -8901.265 eV
**SMILES**: CC(C)N(C)C=O
**Lowest unoccupied orbital energy**: 0.88 eV
**Orbital gap**: 10.2 eV

```
18
Properties=species:S:1:pos:R:3:mulliken_charge:R:1
C 1.306 0.737 -1.005 -1.52
C 0.586 -0.409 -0.299 0.33
C 1.203 -0.733 1.062 -1.25
N -0.849 -0.142 -0.170 0.15
C -1.311 1.159 0.268 -0.83
C -1.703 -1.198 -0.231 0.11
O -1.385 -2.351 -0.459 -0.57
H 1.326 1.646 -0.393 0.35
H 2.344 0.448 -1.197 0.42
H 0.836 0.975 -1.966 0.37
H 0.644 -1.304 -0.923 0.31
H 0.692 -1.585 1.523 0.36
H 2.259 -0.993 0.945 0.37
H 1.143 0.125 1.743 0.27
H -0.860 1.448 1.226 0.29
H -1.081 1.936 -0.468 0.27
H -2.396 1.132 0.402 0.31
H -2.752 -0.893 -0.057 0.26
```

Record 3
C9H26BINO2P as an isolated structure in a non-equilibrium geometry, computed with ωB97M-V/def2-TZVPD.

**Max |F|**: 0.0227 hartree/bohr
**Energy above the lowest of the compared OMol25 structures with the same formula, charge and spin**: 0.00 kcal per mole
**HOMO energy**: -8.11 eV
**Total charge**: 0
**E_tot**: -33403.699 eV
**Lowest unoccupied orbital energy**: -0.01 eV
**Orbital gap**: 8.1 eV

```
41
Properties=species:S:1:pos:R:3:mulliken_charge:R:1
C -2.858 -2.345 0.768 -1.39
C -2.143 -1.016 0.869 -0.04
I -0.012 -1.316 1.053 0.02
C -2.627 -0.152 2.040 -0.67
B -1.478 -0.019 3.104 0.11
P -1.143 -1.271 4.504 0.27
N -2.004 -0.722 5.733 -0.69
H -2.631 -2.816 -0.182 0.35
H -2.564 -3.039 1.546 0.34
H -3.922 -2.142 0.790 0.44
H -2.330 -0.476 -0.044 0.56
H -3.548 -0.579 2.423 0.31
H -2.869 0.835 1.667 0.24
H -0.811 0.967 3.120 -0.07
H 0.247 -1.248 4.771 0.03
H -1.422 -2.593 4.102 0.04
H -2.666 -1.426 6.043 0.21
C -1.254 -0.775 -4.618 -1.32
C -1.173 0.234 -3.482 0.33
C 0.265 0.519 -3.081 -1.15
O -1.920 -0.232 -2.355 -0.49
H -0.812 -1.727 -4.312 0.33
H -2.293 -0.966 -4.890 0.34
H -0.723 -0.419 -5.501 0.38
H -1.659 1.161 -3.786 0.29
H 0.750 -0.397 -2.731 0.26
H 0.311 1.241 -2.267 0.26
H 0.838 0.911 -3.923 0.42
H -1.509 -1.054 -2.059 0.28
C 3.557 0.601 0.707 -1.04
C 3.449 1.601 -0.433 0.48
C 4.451 2.736 -0.280 -1.39
O 2.121 2.117 -0.517 -0.47
H 3.336 1.090 1.660 0.34
H 2.838 -0.208 0.580 0.02
H 4.558 0.170 0.767 0.39
H 3.623 1.091 -1.381 0.26
H 4.263 3.287 0.645 0.36
H 4.359 3.441 -1.107 0.34
H 5.475 2.361 -0.254 0.38
H 1.929 2.574 0.310 0.32
```

Record 4
One molecule with the formula C2H4ClNOS in a non-equilibrium geometry, computed with ωB97M-V/def2-TZVPD.

**Max |F|**: 0.0962 hartree/bohr
**Energy above the lowest of the compared OMol25 structures with the same formula, charge and spin**: 11.85 kcal per mole
**HOMO energy**: -9.36 eV
**Total charge**: 0
**E_tot**: -29033.506 eV
**SMILES**: O=CNCSCl
**Lowest unoccupied orbital energy**: 0.09 eV
**Orbital gap**: 9.5 eV

```
10
Properties=species:S:1:pos:R:3:mulliken_charge:R:1
C 0.334 1.186 -0.218 0.16
C 0.533 -1.010 0.700 -0.59
N -0.089 0.345 0.691 -0.13
O 1.366 1.036 -0.869 -0.58
S -0.700 -2.342 0.494 0.04
Cl -0.952 -3.037 2.342 -0.14
H -0.369 2.123 -0.407 0.24
H 1.192 -0.928 -0.058 0.37
H 1.102 -1.307 1.666 0.33
H -1.025 0.509 1.182 0.29
```

Record 5
A 10-piece molecular cluster, C50H43Cl8F5O6 overall in a non-equilibrium geometry, computed with ωB97M-V/def2-TZVPD.

**Max |F|**: 0.0894 hartree/bohr
**HOMO energy**: -7.88 eV
**Total charge**: 0
**E_tot**: -178593.321 eV
**SMILES**: ClC(Cl)(Cl)Cl.ClC(Cl)(Cl)Cl.Oc1ccc(O)cc1.Oc1ccc(O)cc1.Oc1ccc(O)cc1.Fc1ccccc1.Fc1ccccc1.Fc1ccccc1.Fc1ccccc1.Fc1ccccc1
**Lowest unoccupied orbital energy**: -0.17 eV
**Orbital gap**: 7.7 eV

```
112
Properties=species:S:1:pos:R:3:mulliken_charge:R:1
F -17.029 30.980 12.798 -0.32
C -17.106 30.017 11.909 0.40
C -15.995 29.752 11.093 -0.72
C -16.045 28.530 10.401 0.08
C -17.113 27.644 10.588 -0.57
C -18.123 27.890 11.491 -0.42
C -18.155 29.138 12.105 -0.59
H -15.138 30.400 10.980 0.50
H -15.295 28.257 9.674 0.40
H -17.105 26.656 10.152 0.41
H -18.897 27.137 11.459 0.37
H -18.864 29.315 12.900 0.45
F -18.452 28.646 0.058 -0.31
C -17.503 28.875 0.970 0.40
C -17.909 28.934 2.291 -0.69
C -16.992 29.256 3.313 0.01
C -15.618 29.324 3.050 -0.30
C -15.220 29.081 1.746 -0.71
C -16.160 28.946 0.667 -0.54
H -18.955 28.892 2.556 0.42
H -17.383 29.398 4.310 0.50
H -14.901 29.373 3.857 0.46
H -14.236 29.313 1.366 0.31
H -15.662 28.758 -0.273 0.40
F -15.342 32.557 4.488 0.06
C -14.763 33.487 3.751 0.58
C -13.584 33.178 3.002 -0.68
C -12.770 34.235 2.413 -0.50
C -13.177 35.542 2.500 -0.56
C -14.384 35.810 3.132 -0.49
C -15.176 34.867 3.822 -0.54
H -13.391 32.158 2.707 0.46
H -11.886 33.964 1.856 0.43
H -12.600 36.343 2.062 0.47
H -14.735 36.831 3.096 0.36
H -15.970 35.107 4.513 0.44
F -13.967 26.761 7.953 -0.20
C -13.306 27.840 7.488 -0.35
C -11.937 28.083 7.695 -0.55
C -11.295 29.288 7.236 -0.31
C -12.103 30.155 6.537 -0.64
C -13.441 29.993 6.356 -0.52
C -14.081 28.767 6.834 0.39
H -11.540 27.212 8.195 0.46
H -10.240 29.408 7.429 0.21
H -11.700 31.074 6.140 0.66
H -14.121 30.621 5.801 0.31
H -15.087 28.570 6.493 0.59
F -11.715 37.706 5.147 -0.35
C -11.584 36.509 5.679 -0.02
C -11.023 35.422 5.128 -0.24
C -11.156 34.161 5.685 -0.60
C -11.938 33.967 6.871 -0.18
C -12.513 35.140 7.389 -1.19
C -12.432 36.301 6.715 -0.07
H -10.365 35.643 4.301 0.46
H -10.728 33.304 5.187 0.52
H -12.214 32.995 7.253 0.75
H -13.283 35.094 8.145 0.48
H -13.085 37.110 7.008 0.43
C -8.732 32.271 9.561 -1.00
C -9.671 33.214 10.024 0.14
C -9.452 34.090 11.080 0.37
C -8.125 34.110 11.663 -0.56
C -7.173 33.208 11.162 -0.79
C -7.526 32.256 10.175 0.83
O -6.526 31.425 9.748 -0.44
O -10.429 34.978 11.515 -0.57
H -8.946 31.670 8.689 0.83
H -10.601 33.279 9.480 0.05
H -7.874 34.793 12.462 0.42
H -6.194 33.132 11.610 0.24
H -5.734 31.442 10.291 0.27
H -11.206 34.972 10.951 0.29
C -17.531 30.633 6.695 -0.44
C -18.256 29.594 7.303 -0.29
C -19.645 29.701 7.371 0.51
C -20.346 30.732 6.833 -0.91
C -19.610 31.694 6.165 -0.50
C -18.225 31.690 6.144 0.11
O -17.612 32.769 5.502 -0.48
O -20.306 28.670 7.972 -0.54
H -16.472 30.839 6.747 0.46
H -17.757 28.757 7.768 0.74
H -21.399 30.916 6.989 0.34
H -20.136 32.508 5.687 0.43
H -16.683 32.988 5.606 0.25
H -21.210 28.820 8.260 0.30
C -10.051 24.828 12.427 -0.69
C -9.973 25.128 13.771 -0.73
C -10.411 26.427 14.108 0.57
C -10.998 27.286 13.219 -0.58
C -11.258 26.947 11.848 -0.53
C -10.695 25.732 11.430 0.65
O -10.860 25.238 10.187 -0.39
O -10.163 26.899 15.319 -0.51
H -9.686 23.897 12.021 0.24
H -9.271 24.671 14.453 0.31
H -11.460 28.163 13.646 0.42
H -11.806 27.620 11.205 0.67
H -10.232 24.518 10.092 0.28
H -10.059 26.197 15.966 0.31
C -7.791 28.448 8.946 0.31
Cl -7.460 29.110 7.246 -0.09
Cl -9.214 29.341 9.689 -0.11
Cl -8.440 26.757 8.781 -0.09
Cl -6.505 28.484 10.066 -0.06
C -16.637 24.631 5.996 0.21
Cl -17.473 26.228 6.114 0.00
Cl -15.749 24.461 7.435 -0.06
Cl -17.616 23.089 5.760 -0.11
Cl -15.493 24.859 4.661 -0.10
```